Entry 1:
The following is a quantum chemistry calculation of a structure of composition C27H38AsCoGeSe3SiTe2, from the OMol25 dataset.

The geometry in ORCA input format:
```
! RIJCOSX wB97M-V def2-TZVPD def2/J DEFGRID3
* xyz -1 4
Co 0.782 0.441 2.825
Se -0.327 0.435 4.957
Te 1.732 1.372 6.050
Te 3.512 -0.375 4.992
Se 3.284 0.347 2.605
C -2.934 -0.912 -1.868
C -3.153 -0.346 -0.619
C -2.233 -0.541 0.398
C -1.089 -1.305 0.179
C -0.872 -1.865 -1.074
C -1.794 -1.669 -2.093
As 0.100 -1.587 1.712
C 1.351 -2.860 0.953
C 2.580 -2.585 0.378
C 3.365 -3.622 -0.107
C 2.917 -4.933 -0.008
C 1.699 -5.218 0.590
C 0.910 -4.186 1.085
C -0.371 -4.343 1.792
C -1.045 -5.540 2.010
C -2.246 -5.547 2.701
C -2.781 -4.361 3.189
C -2.118 -3.161 2.974
C -0.926 -3.151 2.270
H -3.648 -0.754 -2.667
H -4.036 0.256 -0.442
H -2.382 -0.083 1.371
H 0.023 -2.447 -1.255
H -1.621 -2.111 -3.068
H 2.930 -1.565 0.330
H 4.332 -3.409 -0.544
H 3.531 -5.742 -0.383
H 1.370 -6.247 0.679
H -0.630 -6.470 1.639
H -2.767 -6.482 2.865
H -3.713 -4.376 3.740
H -2.521 -2.233 3.363
C -2.623 2.764 2.719
Si -0.964 3.291 1.974
C -1.386 4.325 0.428
C -0.112 4.448 3.206
C 0.124 1.869 1.493
H -3.261 3.624 2.942
H -2.461 2.216 3.648
H -3.177 2.106 2.040
H -1.926 5.243 0.683
H -2.008 3.749 -0.263
H -0.475 4.608 -0.107
H -0.741 5.311 3.442
H 0.836 4.820 2.810
H 0.103 3.921 4.139
H 1.094 2.254 1.150
H -0.322 1.354 0.636
C 0.471 2.339 -5.949
Ge 0.633 2.239 -3.976
C -1.122 2.383 -3.108
C 1.822 3.681 -3.360
C 1.373 0.481 -3.461
Se 1.650 0.389 -1.522
C 3.544 0.845 -1.505
H 0.107 3.325 -6.244
H -0.227 1.593 -6.330
H 1.440 2.179 -6.424
H -1.482 3.412 -3.099
H -1.031 2.043 -2.074
H -1.864 1.758 -3.609
H 1.370 4.654 -3.555
H 2.789 3.646 -3.862
H 1.980 3.591 -2.284
H 2.321 0.237 -3.940
H 0.654 -0.305 -3.699
H 3.708 1.785 -2.027
H 4.117 0.045 -1.973
H 3.833 0.949 -0.460
*
```

Properties
- Maximum force: 1.092 eV Å⁻¹
- HOMO level (alpha / beta): -0.1428 / -0.1515 Eh

=====

Entry 2:
The following is a quantum chemistry calculation of a cluster of 12 separate species, C60H138N6O30 in total, from the OMol25 dataset.

The geometry in ORCA input format:
```
! RIJCOSX wB97M-V def2-TZVPD def2/J DEFGRID3
* xyz 0 1
C 3.231 -3.036 -4.345
C 3.660 -2.283 -5.622
O 3.025 -1.014 -5.637
C 3.001 -0.317 -6.770
O 3.490 -0.653 -7.842
O 2.214 0.776 -6.543
C 1.951 1.714 -7.554
H 3.934 -3.742 -3.903
H 2.237 -3.475 -4.424
H 3.136 -2.335 -3.515
H 3.344 -2.784 -6.537
H 4.731 -2.089 -5.576
H 1.880 1.312 -8.565
H 2.749 2.450 -7.456
H 0.977 2.124 -7.288
C -4.205 -1.603 -2.066
C -4.540 -3.012 -1.616
O -4.195 -4.055 -2.523
C -4.814 -4.336 -3.634
O -5.788 -3.698 -4.111
O -4.248 -5.371 -4.272
C -3.239 -6.277 -3.742
H -3.129 -1.429 -2.075
H -4.709 -0.874 -1.432
H -4.651 -1.353 -3.029
H -5.620 -3.119 -1.515
H -3.980 -3.189 -0.697
H -3.526 -6.760 -2.808
H -2.351 -5.660 -3.601
H -3.061 -7.022 -4.517
C 0.445 -1.331 -2.471
C 0.317 -1.073 -0.968
O -0.640 -0.067 -0.651
C -0.261 1.219 -0.377
O 0.854 1.632 -0.223
O -1.294 2.064 -0.286
C -2.686 1.728 -0.339
H -0.518 -1.519 -2.944
H 1.213 -2.105 -2.489
H 0.740 -0.494 -3.105
H 1.272 -0.901 -0.471
H -0.065 -2.015 -0.574
H -3.202 2.600 0.063
H -2.973 0.894 0.302
H -2.928 1.564 -1.389
C -2.159 9.511 -0.021
C -2.821 9.201 1.336
O -3.674 8.059 1.313
C -3.289 6.852 1.606
O -2.159 6.462 1.908
O -4.333 6.070 1.513
C -4.097 4.663 1.702
H -1.549 10.408 0.082
H -2.883 9.791 -0.786
H -1.511 8.755 -0.463
H -3.285 10.144 1.623
H -2.226 9.039 2.235
H -3.223 4.295 1.165
H -4.918 4.044 1.341
H -3.976 4.471 2.768
C -3.059 -1.060 2.899
C -3.227 -1.885 1.680
O -3.113 -3.232 2.181
C -4.140 -4.091 2.163
O -5.191 -3.900 1.686
O -3.818 -5.106 3.002
C -4.754 -6.047 3.388
H -2.330 -1.465 3.600
H -3.969 -1.127 3.494
H -2.939 0.010 2.723
H -2.457 -1.744 0.921
H -4.273 -1.858 1.376
H -5.457 -6.362 2.617
H -5.340 -5.647 4.215
H -4.218 -6.982 3.552
C 3.151 1.681 -2.787
C 3.396 3.190 -2.698
O 4.738 3.385 -2.498
C 5.134 4.152 -1.516
O 4.436 4.929 -0.835
O 6.483 4.124 -1.456
C 7.169 5.122 -0.695
H 3.072 1.172 -1.827
H 3.816 1.253 -3.537
H 2.188 1.528 -3.275
H 2.669 3.580 -1.985
H 3.002 3.628 -3.616
H 6.571 5.467 0.148
H 7.532 5.981 -1.261
H 8.024 4.656 -0.205
C 4.398 -1.285 -1.101
O 5.650 -1.775 -0.729
C 6.671 -0.744 -0.817
C 7.119 -0.362 -2.266
N 7.437 -1.567 -3.064
C 7.885 -1.054 -4.370
C 6.998 -0.197 -5.197
O 7.321 1.106 -4.816
C 6.523 2.183 -5.393
H 4.296 -0.918 -2.122
H 4.181 -0.498 -0.379
H 3.690 -2.098 -0.940
H 7.486 -1.202 -0.257
H 6.397 0.170 -0.291
H 7.950 0.336 -2.163
H 6.248 0.145 -2.683
H 6.660 -2.211 -3.094
H 8.140 -1.904 -5.002
H 8.841 -0.584 -4.141
H 5.950 -0.463 -5.062
H 7.263 -0.409 -6.233
H 6.329 3.022 -4.725
H 5.554 1.958 -5.839
H 7.123 2.617 -6.193
C 2.174 6.514 -3.241
O 1.214 5.611 -3.499
C 1.075 5.230 -4.806
C -0.057 4.166 -4.970
N 0.077 3.011 -4.082
C -1.149 2.205 -3.929
C -1.226 0.932 -4.948
O -2.541 0.329 -4.874
C -2.633 -0.784 -5.717
H 2.124 6.901 -2.224
H 1.949 7.504 -3.638
H 3.224 6.253 -3.377
H 1.991 4.958 -5.331
H 0.792 6.114 -5.378
H -0.071 3.818 -6.003
H -0.972 4.701 -4.715
H 0.445 3.442 -3.245
H -2.055 2.810 -3.886
H -1.082 1.683 -2.975
H -0.331 0.340 -4.760
H -1.077 1.295 -5.965
H -3.628 -1.229 -5.693
H -1.847 -1.526 -5.578
H -2.633 -0.415 -6.742
C -4.832 2.546 4.758
O -5.892 2.847 3.820
C -6.005 1.887 2.828
C -7.342 2.040 2.051
N -7.324 1.071 0.974
C -8.644 1.139 0.314
C -8.776 0.057 -0.837
O -7.795 0.115 -1.865
C -7.609 -1.049 -2.570
H -5.044 3.046 5.703
H -3.841 2.878 4.448
H -4.718 1.517 5.098
H -6.083 0.923 3.330
H -5.098 1.923 2.225
H -7.315 3.069 1.694
H -8.284 1.831 2.557
H -6.543 1.169 0.342
H -8.817 2.136 -0.090
H -9.443 1.133 1.055
H -9.793 0.100 -1.226
H -8.745 -0.879 -0.279
H -7.285 -0.805 -3.582
H -8.582 -1.510 -2.740
H -6.874 -1.684 -2.075
C -2.277 0.066 8.550
O -2.291 1.408 8.116
C -1.051 2.044 8.357
C -0.876 3.450 7.959
N -1.367 3.736 6.624
C -0.295 3.990 5.674
C -0.890 4.045 4.253
O -1.340 2.731 3.867
C -0.314 1.977 3.271
H -1.572 -0.530 7.971
H -3.255 -0.346 8.300
H -2.150 -0.110 9.619
H -0.422 1.503 7.650
H -0.599 1.830 9.326
H 0.168 3.762 8.003
H -1.397 4.091 8.670
H -1.911 2.917 6.393
H 0.377 3.138 5.778
H 0.276 4.896 5.882
H -0.184 4.483 3.548
H -1.738 4.728 4.193
H -0.023 2.300 2.272
H -0.620 0.951 3.069
H 0.555 1.886 3.923
C 3.459 -1.815 10.138
O 2.089 -1.455 10.020
C 1.630 -1.394 8.724
C 1.489 -2.765 8.041
N 0.706 -2.559 6.840
C 1.430 -1.933 5.743
C 0.734 -1.710 4.367
O 0.521 -3.033 3.914
C 0.478 -3.140 2.485
H 4.097 -1.222 9.483
H 3.736 -2.849 9.936
H 3.829 -1.659 11.151
H 2.244 -0.736 8.109
H 0.708 -0.813 8.762
H 0.833 -3.388 8.649
H 2.468 -3.225 7.902
H 0.363 -3.448 6.506
H 2.384 -2.411 5.520
H 1.694 -0.920 6.047
H 1.370 -1.066 3.760
H -0.160 -1.133 4.603
H -0.200 -2.389 2.080
H 0.084 -4.068 2.070
H 1.447 -2.940 2.028
C -1.360 -5.004 -0.660
O -0.055 -4.530 -0.314
C 0.918 -5.334 -0.958
C 2.369 -4.739 -0.867
N 3.141 -5.731 -1.569
C 4.575 -5.747 -1.244
C 5.350 -6.714 -2.164
O 4.851 -8.039 -1.959
C 5.332 -8.798 -0.842
H -2.111 -4.524 -0.033
H -1.414 -6.091 -0.602
H -1.465 -4.730 -1.710
H 0.734 -5.516 -2.017
H 0.912 -6.273 -0.405
H 2.676 -4.523 0.156
H 2.442 -3.865 -1.515
H 2.968 -5.814 -2.561
H 4.696 -6.042 -0.202
H 5.048 -4.766 -1.280
H 6.343 -6.523 -1.759
H 5.351 -6.359 -3.195
H 5.141 -8.206 0.054
H 6.399 -9.019 -0.861
H 4.958 -9.818 -0.753
*
```

Properties
- Maximum force: 4.291 eV Å⁻¹
- SMILES: CCOC(=O)OC.CCOC(=O)OC.CCOC(=O)OC.CCOC(=O)OC.CCOC(=O)OC.CCOC(=O)OC.COCCNCCOC.COCCNCCOC.COCCNCCOC.COCCNCCOC.COCCNCCOC.COCCNCCOC
- HOMO level: -0.3090 Eh

=====

Electronic energy: -14777.0734; -4954.1776 (Ha)